Record 1
{
  "formula": "C25H32N2O6",
  "method": "the ωB97M-V functional and the def2-TZVPD basis",
  "elements": ["C", "C", "H", "H", "O", "C", "C", "C", "C", "C", "C", "O", "C", "C", "H", "H", "H", "H", "H", "H", "N", "C", "O", "C", "N", "C", "O", "C", "C", "C", "C", "C", "C", "H", "H", "O", "C", "C", "H", "O", "C", "C", "H", "H", "C", "H", "H", "H", "H", "H", "H", "H", "H", "C", "H", "H", "H", "H", "H", "H", "H", "H", "H", "H", "H"],
  "xyz": [[-7.877, -2.061, -1.128], [-7.107, -2.983, -0.188], [-7.265, -2.681, 0.852], [-7.443, -4.016, -0.314], [-5.725, -3.041, -0.495], [-4.969, -1.900, -0.489], [-3.946, -1.867, -1.430], [-3.071, -0.805, -1.522], [-3.218, 0.274, -0.659], [-4.227, 0.256, 0.296], [-5.097, -0.821, 0.408], [-6.066, -0.906, 1.371], [-6.354, 0.211, 2.190], [-7.129, 1.301, 1.456], [-8.044, 0.888, 1.036], [-7.387, 2.094, 2.152], [-6.535, 1.723, 0.649], [-5.438, 0.616, 2.634], [-6.970, -0.206, 2.993], [-4.304, 1.097, 0.962], [-2.332, 1.349, -0.794], [-2.231, 2.467, -0.046], [-2.926, 2.769, 0.904], [-1.075, 3.363, -0.523], [0.215, 2.770, -0.210], [0.741, 1.880, -1.076], [0.155, 1.575, -2.110], [2.056, 1.267, -0.734], [2.178, 0.385, 0.331], [3.378, -0.253, 0.591], [4.484, -0.012, -0.219], [4.357, 0.866, -1.299], [3.156, 1.488, -1.559], [3.060, 2.153, -2.403], [5.217, 1.038, -1.926], [5.705, -0.577, -0.061], [5.914, -1.463, 1.016], [7.384, -1.914, 1.025], [7.460, -2.736, 1.751], [8.210, -0.851, 1.468], [9.150, -0.510, 0.463], [8.598, -1.066, -0.846], [7.872, -0.374, -1.270], [9.381, -1.266, -1.575], [7.890, -2.329, -0.364], [8.598, -3.153, -0.272], [7.074, -2.630, -1.015], [10.119, -0.970, 0.705], [9.264, 0.576, 0.462], [5.267, -2.346, 0.917], [5.704, -0.965, 1.971], [3.437, -0.937, 1.422], [1.323, 0.178, 0.958], [0.805, 3.170, 1.043], [0.180, 2.843, 1.877], [0.887, 4.259, 1.079], [1.798, 2.740, 1.146], [-1.153, 4.330, -0.025], [-1.142, 3.494, -1.607], [-1.641, 1.243, -1.537], [-2.284, -0.804, -2.261], [-3.856, -2.712, -2.094], [-8.941, -2.124, -0.914], [-7.553, -1.031, -0.998], [-7.705, -2.351, -2.162]],
  "gap_ha": 0.30191,
  "smiles": "CCOc1ccc(NC(=O)CN(C)C(=O)c2ccc(OC[C@H]3CCCO3)cc2)cc1OCC",
  "total_charge": 0,
  "lumo_energy_ev": 0.7,
  "e_homo_ha": -0.278,
  "relative_energy_kj_mol": 182.4,
  "e_tot_ha": -1532.7950
}

Record 2
{
  "formula": "C40H69BBr24NO5P3S2",
  "method": "the ωB97M-V functional and the def2-TZVPD basis",
  "elements": ["C", "O", "B", "O", "C", "C", "P", "C", "C", "C", "C", "C", "C", "S", "C", "C", "C", "C", "P", "O", "O", "O", "C", "P", "S", "C", "C", "N", "H", "H", "H", "H", "H", "H", "H", "H", "H", "H", "H", "H", "H", "H", "H", "H", "H", "H", "H", "H", "H", "Br", "C", "C", "Br", "H", "H", "H", "H", "Br", "C", "C", "Br", "H", "H", "H", "H", "Br", "C", "C", "Br", "H", "H", "H", "H", "Br", "C", "C", "Br", "H", "H", "H", "H", "Br", "C", "C", "Br", "H", "H", "H", "H", "Br", "C", "C", "Br", "H", "H", "H", "H", "Br", "C", "C", "Br", "H", "H", "H", "H", "Br", "C", "C", "Br", "H", "H", "H", "H", "Br", "C", "C", "Br", "H", "H", "H", "H", "Br", "C", "C", "Br", "H", "H", "H", "H", "Br", "C", "C", "Br", "H", "H", "H", "H", "Br", "C", "C", "Br", "H", "H", "H", "H"],
  "xyz": [[-2.290, 1.231, 1.031], [-2.629, 0.497, -0.202], [-1.738, 0.927, -1.266], [-1.562, 0.072, -2.437], [-0.870, 2.298, -1.228], [-1.527, 3.670, -1.563], [-3.340, 3.961, -2.029], [-3.318, 5.629, -2.981], [-3.962, 2.698, -3.331], [-0.583, 4.928, -1.470], [0.959, 4.818, -1.043], [1.595, 3.433, -0.689], [0.628, 2.186, -0.814], [1.437, 0.555, -0.381], [2.481, 1.049, 1.090], [2.670, 0.133, 2.340], [3.515, 0.590, 3.576], [3.756, -0.289, 4.885], [2.518, -1.700, 5.108], [1.094, -1.342, 4.597], [3.066, -3.181, 4.415], [2.334, -1.926, 6.807], [4.150, 2.030, 3.466], [5.126, 2.631, 4.967], [3.883, 3.355, 6.325], [3.992, 2.922, 2.200], [3.152, 2.474, 0.952], [3.002, 3.327, -0.258], [-2.944, 0.780, 1.869], [-2.539, 2.351, 0.956], [-1.169, 1.106, 1.281], [-1.399, -0.856, -2.144], [-3.066, 6.509, -2.288], [-4.251, 5.786, -3.617], [-2.418, 5.535, -3.703], [-4.486, 1.852, -2.745], [-3.142, 2.224, -3.976], [-4.789, 3.212, -3.930], [-0.940, 6.001, -1.677], [1.591, 5.780, -0.970], [2.156, -0.886, 2.339], [4.850, -0.657, 4.977], [3.607, 0.415, 5.792], [3.021, -3.086, 3.428], [1.390, -2.190, 6.964], [5.968, 3.711, 4.519], [5.842, 1.539, 5.550], [4.505, 3.937, 2.181], [3.630, 3.013, -1.015], [2.410, -4.615, 1.573], [1.163, -6.019, 2.110], [-0.081, -5.446, 2.743], [0.251, -4.873, 4.575], [1.710, -6.695, 2.768], [0.913, -6.542, 1.184], [-0.856, -6.210, 2.823], [-0.479, -4.583, 2.208], [-2.682, 7.411, 1.144], [-1.001, 8.297, 0.716], [-1.234, 9.692, 0.195], [-1.845, 9.657, -1.657], [-0.474, 7.655, 0.010], [-0.447, 8.325, 1.657], [-0.301, 10.258, 0.176], [-1.978, 10.248, 0.765], [2.077, -9.601, 1.385], [0.390, -10.347, 0.754], [-0.121, -9.603, -0.454], [-0.912, -7.892, 0.048], [-0.301, -10.326, 1.597], [0.616, -11.384, 0.500], [-0.928, -10.159, -0.934], [0.653, -9.390, -1.190], [9.768, 5.124, 5.578], [9.799, 5.694, 3.715], [8.473, 6.283, 3.301], [7.145, 4.889, 2.995], [10.089, 4.826, 3.121], [10.587, 6.446, 3.660], [8.565, 6.803, 2.346], [8.054, 6.965, 4.041], [0.447, -14.067, -0.968], [1.322, -13.745, -2.679], [2.676, -13.107, -2.490], [2.507, -11.212, -2.064], [0.640, -13.141, -3.277], [1.423, -14.731, -3.137], [3.250, -13.140, -3.417], [3.260, -13.562, -1.690], [-1.255, -9.222, 4.017], [-2.984, -8.813, 3.214], [-3.851, -8.019, 4.159], [-4.614, -9.156, 5.546], [-3.428, -9.763, 2.915], [-2.751, -8.229, 2.322], [-4.710, -7.600, 3.631], [-3.315, -7.216, 4.665], [3.587, -1.705, -0.835], [4.276, -0.863, -2.451], [5.709, -0.425, -2.271], [5.824, 1.206, -1.209], [3.600, -0.043, -2.695], [4.204, -1.630, -3.224], [6.156, -0.170, -3.233], [6.329, -1.171, -1.773], [-0.356, 5.375, -4.969], [-0.318, 5.961, -6.827], [-1.647, 6.541, -7.244], [-2.960, 5.137, -7.572], [-0.014, 5.103, -7.426], [0.463, 6.722, -6.869], [-1.555, 7.070, -8.194], [-2.078, 7.211, -6.500], [-1.284, 2.414, 3.963], [0.391, 3.313, 3.536], [0.145, 4.706, 3.009], [-0.460, 4.674, 1.149], [0.926, 2.673, 2.833], [0.941, 3.350, 4.478], [1.075, 5.279, 2.992], [-0.605, 5.255, 3.579], [-5.466, 3.701, -1.761], [-7.217, 4.098, -2.565], [-8.077, 4.912, -1.629], [-8.828, 3.801, -0.214], [-7.667, 3.143, -2.843], [-6.992, 4.666, -3.471], [-8.941, 5.322, -2.155], [-7.535, 5.724, -1.142], [-2.401, -16.654, -3.287], [-3.365, -16.512, -1.599], [-4.157, -15.229, -1.528], [-3.000, -13.707, -1.152], [-2.627, -16.608, -0.802], [-4.031, -17.376, -1.578], [-4.865, -15.260, -0.698], [-4.694, -15.002, -2.449], [-3.774, 10.952, -5.499], [-4.214, 12.002, -3.917], [-4.302, 13.472, -4.243], [-2.531, 14.261, -4.438], [-3.462, 11.771, -3.162], [-5.183, 11.623, -3.585], [-4.768, 14.020, -3.422], [-4.845, 13.678, -5.165]],
  "gap_ha": 0.24199,
  "total_charge": 0,
  "lumo_energy_ev": -0.1,
  "e_homo_ha": -0.247,
  "e_tot_ha": -65617.8310
}